[1]
This record from OMol25 describes a 2-piece molecular cluster, C3H5ClINO overall at a distorted geometry. The level of theory is ωB97M-V/def2-TZVPD.

Element x y z (Å)
1 I 2.1284 -1.0709 0.2808
2 Cl 1.7799 2.1957 0.8316
3 O -1.0396 -1.1285 0.8117
4 N -0.2967 -0.0337 -1.8393
5 C -1.1367 -1.1450 2.0091
6 C 1.2984 0.9117 -0.1856
7 C 0.2230 1.0064 -1.0110
8 H -0.2905 1.9518 -1.2322
9 H -0.6994 0.3903 -2.7234
10 H -0.7826 -2.0351 2.6236
11 H -1.5295 -0.3203 2.5603
12 H 0.3454 -0.7223 -2.1255

lowest unoccupied orbital energy: 0.20 eV
relative energy (zero: lowest compared OMol25 entry of this formula, charge and spin): 1.671 eV
highest occupied orbital energy: -8.265 eV
electronic energy: -27350.704 eV
frontier orbital gap: 8.469 eV

[2]
This record from OMol25 describes an isolated molecule of C21H32N4O3. The level of theory is ωB97M-V/def2-TZVPD.

Element x y z (Å)
1 O 0.3957 0.9904 -1.3538
2 O 1.5769 -2.1307 2.1666
3 O 2.4883 -0.5443 -2.8897
4 N -0.3461 2.1265 -1.6922
5 N 3.3372 -0.7397 1.8928
6 N -1.3758 0.2679 -2.4249
7 N 1.5822 -1.4227 -1.0284
8 C 2.0071 -0.9914 2.0224
9 C 5.2903 -1.8880 0.8876
10 C 0.2592 -1.4332 -1.5948
11 C 3.8637 0.6335 -0.1476
12 C -3.7042 0.8650 0.6333
13 C -6.0737 1.3982 -0.1123
14 C 1.0610 0.2020 1.9957
15 C 5.1439 -1.1494 -1.6146
16 C -2.4426 2.5027 -2.8855
17 C -7.5380 0.9811 -0.0704
18 C 3.8655 0.5188 1.3970
19 C -1.3730 1.6413 -2.3216
20 C 4.2962 -1.8336 2.0427
21 C -5.1678 0.4508 0.6643
22 C -0.2806 -0.0535 -1.8210
23 C 2.6197 -0.8893 -1.7307
24 C -2.7894 -0.1021 1.3751
25 C 4.5970 -1.9191 -0.4476
26 C -0.3743 -0.2295 2.0545
27 C -1.3436 0.3220 1.3374
28 C 3.8902 -0.6781 -0.9427
29 H 0.2376 -1.9505 -2.5551
30 H -2.8884 -1.0943 0.9208
31 H -7.9066 0.9551 0.9571
32 H -5.5095 0.3937 1.7039
33 H 4.7036 1.2621 -0.4490
34 H 5.0481 -1.5624 -2.6089
35 H -3.5971 1.8687 1.0595
36 H -3.4078 2.2236 -2.4632
37 H -5.9658 2.4101 0.2905
38 H -3.3700 0.9336 -0.4072
39 H 4.8319 -1.7126 2.9899
40 H -5.7347 1.4449 -1.1524
41 H 4.8798 0.6138 1.7847
42 H -8.1691 1.6694 -0.6336
43 H -2.4969 2.3636 -3.9648
44 H 1.3097 0.8280 2.8610
45 H -2.2387 3.5475 -2.6648
46 H -1.0989 1.1355 0.6572
47 H -0.5987 -1.0417 2.7382
48 H 2.9670 1.1765 -0.4544
49 H 5.9155 -2.7752 1.0100
50 H -5.2670 -0.5607 0.2544
51 H -0.4101 -1.9518 -0.9088
52 H 1.7185 -1.7980 -0.1034
53 H 5.9705 -1.0333 0.9253
54 H -3.1214 -0.2099 2.4119
55 H 1.2343 0.8116 1.1069
56 H -7.6713 -0.0166 -0.4937
57 H 3.3063 1.3504 1.8220
58 H 6.0398 -0.5648 -1.4450
59 H 3.7216 -2.7550 2.1003
60 H 4.1028 -2.8570 -0.6809

lowest unoccupied orbital energy: 0.77 eV
relative energy (zero: lowest compared OMol25 entry of this formula, charge and spin): 3.186 eV
highest occupied orbital energy: -9.282 eV
electronic energy: -34398.876 eV
frontier orbital gap: 10.056 eV

[3]
This record from OMol25 describes C21H15BaN6O2 as an isolated structure. The level of theory is ωB97M-V/def2-TZVPD.

Element x y z (Å)
1 Ba -0.0094 -0.8602 0.0628
2 O -0.0079 -4.7428 -1.5511
3 O 0.0080 -3.4291 0.2242
4 N -2.9471 -0.2551 0.1652
5 N -0.0019 2.3831 -0.2065
6 N -2.2773 1.9671 -0.0255
7 N -0.0048 0.5286 4.6045
8 N 2.9310 -0.2689 0.1613
9 N 2.2717 1.9567 -0.0262
10 C -5.5634 0.5466 0.6354
11 C -5.2482 -0.8135 0.5552
12 C -1.3259 1.1044 4.3472
13 C -1.3313 0.6209 2.8916
14 C -0.0073 -0.1111 3.3798
15 C 1.0883 1.9791 0.5008
16 C -4.5764 1.4828 0.4737
17 C 0.6732 1.4379 1.8331
18 C 1.3203 0.6135 2.8903
19 C -1.0937 1.9846 0.5014
20 C -0.6807 1.4416 1.8336
21 C 3.2379 1.0478 0.2442
22 C 3.9140 -1.1650 0.3144
23 C 1.3191 1.0969 4.3459
24 C 5.5513 0.5200 0.6313
25 C -3.9342 -1.1463 0.3196
26 C 4.5687 1.4610 0.4710
27 C -0.0115 -3.4874 -1.0280
28 C 5.2296 -0.8385 0.5497
29 C -3.2476 1.0631 0.2467
30 C 0.0491 -5.8339 -0.6251
31 H 0.0418 -6.7383 -1.2298
32 H -3.6352 -2.1877 0.2487
33 H 4.7721 2.5212 0.5216
34 H -2.2025 0.0622 2.5539
35 H 3.6099 -2.2048 0.2428
36 H -4.7748 2.5440 0.5231
37 H -5.9986 -1.5821 0.6704
38 H 2.0907 0.7015 5.0082
39 H 5.9765 -1.6107 0.6640
40 H -2.0989 0.7129 5.0102
41 H -6.5829 0.8606 0.8251
42 H -0.8084 -5.8249 0.0479
43 H 2.1881 0.0502 2.5515
44 H 0.9552 -5.7931 -0.0207
45 H 6.5723 0.8289 0.8208

lowest unoccupied orbital energy: 2.10 eV
relative energy (zero: lowest compared OMol25 entry of this formula, charge and spin): 8.448 eV
highest occupied orbital energy: -3.060 eV
charge: -1
electronic energy: -35744.342 eV
frontier orbital gap: 5.165 eV

[4]
This record from OMol25 describes an isolated ion of composition CH4NO2Si and charge -1 at a distorted geometry. The level of theory is ωB97M-V/def2-TZVPD.

Element x y z (Å)
1 Si 0.2161 -0.6744 0.0604
2 O -1.6759 1.1102 0.4205
3 O -2.6513 -0.7576 -0.5089
4 N 1.2089 0.7866 0.2315
5 C -1.6403 -0.0497 -0.0322
6 H 0.8661 1.6707 0.2895
7 H 0.5889 -1.8364 1.0247
8 H 0.9393 -1.0196 -1.2724
9 H 2.1482 0.7702 -0.2132

lowest unoccupied orbital energy (alpha / beta): 4.41 / 2.56 eV
relative energy (zero: lowest compared OMol25 entry of this formula, charge and spin): 0.831 eV
highest occupied orbital energy (alpha / beta): 0.353 / -4.258 eV
charge: -1
electronic energy: -14561.831 eV
frontier orbital gap (alpha / beta): 4.057 / 6.821 eV
multiplicity: 3